[1]
C40H41MnN9S3 | ωB97M-V/def2-TZVPD

CARTESIAN COORDINATES (ANGSTROEM)
H (1.0000, -0.4952, -3.6981)
C (3.9815, 0.3124, 4.4366)
C (-2.7068, -0.8908, -3.5224)
N (-0.5556, -0.5703, 1.8478)
C (1.5970, 0.2088, 4.1611)
H (0.5443, -5.4312, -3.6490)
C (-0.1101, 4.3306, -2.4348)
H (-2.6991, -3.5318, 5.0322)
C (-1.6277, -2.7796, 3.3377)
N (-0.5087, 3.2756, -1.7246)
C (-3.9858, -0.9466, -4.0438)
H (-2.7448, 6.2993, -2.5529)
N (-0.8917, 5.3592, -2.7090)
C (-2.3918, -5.0505, 3.5524)
H (-4.1687, -0.6301, -5.0603)
C (-0.0953, 3.0804, 3.0982)
S (-0.8484, -1.2678, -1.6212)
H (-1.9548, -6.3787, 1.9212)
H (-0.7205, -4.0715, -2.0235)
H (1.4295, 5.1806, -3.4677)
N (1.9448, 2.3161, -2.0800)
C (-2.0968, 3.6459, 4.3013)
S (-0.2529, -1.9376, 1.1433)
H (-2.2947, 5.3642, -1.1276)
H (-2.8980, -5.8127, 4.1286)
C (1.6288, -2.3561, -4.5810)
N (1.1804, 4.3611, -2.9276)
N (-0.3602, 0.1858, -1.6818)
C (-2.2777, 5.3787, -2.2181)
H (2.5993, -0.1458, 6.0152)
C (-2.6640, 2.4234, 3.9758)
H (-5.6371, -2.2341, -1.3771)
C (-0.6795, 1.8528, 2.7829)
H (-1.2235, 7.2148, -3.5934)
C (2.1664, 3.4233, -2.7543)
H (-3.6573, 2.1782, 4.3217)
C (2.2534, -2.1861, 0.0571)
C (4.0689, -3.2149, 1.2516)
C (-0.4107, 6.5014, -3.5028)
C (-0.8194, 3.9770, 3.8625)
H (2.2664, -1.8877, -5.3172)
C (1.7811, 0.5410, 2.8190)
H (0.6078, 0.0774, 4.5788)
C (-5.0337, -1.4298, -3.2682)
C (-1.1171, -3.1192, 2.0903)
H (-0.1343, 6.1828, -4.5090)
C (-1.2152, -4.4062, 1.5576)
C (4.1427, 0.6499, 3.1011)
C (-2.2784, -3.7674, 4.0652)
H (-3.3652, -2.1546, -0.4145)
C (-2.5039, -1.3217, -2.2096)
H (-1.4755, 3.3389, -1.4124)
C (-1.9558, 1.5038, 3.2133)
Mn (0.3660, 1.6942, -1.1728)
H (5.1316, 0.8357, 2.7082)
C (3.0338, 0.7764, 2.2748)
H (3.5103, 4.5655, -3.8153)
N (-0.9129, -2.0721, -0.2608)
C (1.4954, -3.7372, -4.5621)
H (3.1387, 1.0693, 1.2408)
C (2.7140, 0.0929, 4.9675)
C (0.9289, -1.5749, -3.6722)
H (3.6352, -3.9213, 3.2324)
H (2.7655, 1.7203, -1.9925)
C (3.2506, -3.4225, 2.3537)
C (1.9223, -3.0273, 2.3198)
H (4.1210, 3.0751, -3.2366)
C (-1.8615, -5.3734, 2.3062)
C (1.4403, -2.4133, 1.1650)
N (0.7172, 1.4016, 0.5233)
H (-2.3936, 0.5539, 2.9535)
H (0.9094, 3.3212, 2.7785)
H (-2.6508, 4.3458, 4.9112)
H (-1.8835, -0.5418, -4.1306)
C (0.1176, -2.2134, -2.7420)
H (-0.7920, -4.6487, 0.5950)
N (3.3388, 3.7090, -3.3098)
H (2.0344, -4.3383, -5.2811)
H (-1.5325, -1.7776, 3.7283)
S (0.3280, 0.7538, 1.8549)
C (3.5733, -2.6019, 0.1081)
H (-2.8399, 4.5413, -2.6327)
H (4.2140, -2.4761, -0.7538)
H (1.2747, -3.2290, 3.1611)
C (-3.5399, -1.8115, -1.4191)
H (-0.3852, 4.9275, 4.1339)
H (0.4170, 7.0001, -2.9966)
H (4.8482, 0.2386, 5.0789)
H (5.0955, -3.5537, 1.2767)
H (1.8715, -1.7392, -0.8456)
C (-4.8157, -1.8546, -1.9670)
H (-6.0278, -1.4865, -3.6893)
C (-0.0465, -3.5972, -2.7214)
C (0.6569, -4.3561, -3.6410)

As for the orbital gap (alpha / beta): 5.99 / 7.27 eV. The value obtained for the calculated total energy is -119340.357 eV. As for the energy above the lowest of the compared OMol25 structures with the same formula, charge and spin: 21.99 kJ/mol. For the molecular weight, the calculation gives 799.0 u. The spin multiplicity is 4. As for the expectation value of S²: 3.861. As for the charge: +4.

---

[2]
C40H41N6O4PSc | ωB97M-V/def2-TZVPD

CARTESIAN COORDINATES (ANGSTROEM)
H (1.3124, -4.7814, -1.0915)
C (1.9491, -2.8267, -0.4877)
H (5.1960, -0.2504, 2.8662)
H (-2.9311, 3.3696, 1.2214)
H (-3.8778, 3.0981, -2.2813)
H (-4.6781, 1.0300, -1.6072)
C (0.1847, 0.1418, 2.9283)
C (0.2633, -3.1235, 1.6576)
H (3.9657, 1.9646, 3.1921)
C (0.0549, -0.7828, -5.2901)
C (-3.8211, 0.5427, -1.1426)
H (-3.4135, -0.1964, -1.8294)
C (3.9415, -0.8716, 1.3102)
C (3.6484, 1.2554, 2.4423)
N (2.0026, 0.6114, 0.8038)
H (0.0023, -1.3706, -6.1974)
N (-0.5002, 0.8513, 1.8422)
H (-2.6362, -4.1210, -1.6745)
C (-2.3924, -2.5887, -0.2123)
H (-2.0767, -0.6301, -5.0191)
H (2.0735, -1.3498, 5.9512)
H (2.1526, 6.6936, -1.0981)
N (-5.2427, -4.7042, 2.0854)
H (-4.1624, 0.0066, -0.2583)
H (-4.0320, -2.4438, 2.7682)
C (2.7178, 4.6272, -1.1910)
H (-0.3790, -3.2489, 2.5223)
C (-1.0955, -0.3742, -4.6459)
H (2.1388, -2.4590, 3.7602)
C (-0.9688, 0.3155, -3.4586)
N (2.6364, 0.9426, -1.6174)
H (-0.4320, 1.6790, 4.2780)
C (0.3608, -4.1460, 0.7253)
H (3.4575, 0.4392, -3.5211)
C (-3.8814, -4.4613, 0.0454)
H (-4.3265, -5.3796, -0.3088)
H (4.4124, -1.8402, 1.1790)
C (-2.8571, 3.1288, -1.8996)
O (-0.8715, -0.7763, -0.5884)
C (1.8490, -1.7805, 0.4257)
C (1.8313, 5.6666, -0.9813)
N (0.2029, 0.6600, -2.9135)
C (-3.7154, -2.7908, 1.7953)
C (2.2903, 3.3171, -1.0359)
C (-3.4909, 2.5417, 0.7836)
C (1.5650, -1.5482, 3.8804)
H (-0.5717, 1.8180, 2.1510)
H (2.6360, -2.7689, -1.3206)
C (-4.2435, -3.9582, 1.2782)
C (0.9088, -1.0429, 2.7539)
H (-0.2171, -5.0535, 0.8534)
H (-0.2034, 6.1458, -0.4356)
H (3.1789, -1.0605, -1.7588)
H (1.9062, 2.3340, 1.9581)
H (-2.6948, 4.1082, -1.4471)
C (2.5086, 1.4500, 1.7543)
N (1.0226, 3.0263, -0.7096)
C (3.2659, 2.1780, -1.1553)
O (-5.6265, -5.7666, 1.6514)
H (-4.4636, 2.9112, 0.4553)
C (4.3552, -0.0004, 2.2288)
C (2.5835, 0.9263, -3.0810)
H (-1.4624, 0.5245, 1.7770)
C (2.7841, -0.5565, 0.3781)
P (-2.5899, 1.8101, -0.6377)
H (2.2077, -0.6905, -5.2420)
H (-2.1623, 3.0276, -2.7346)
O (-5.6129, -4.1932, 3.1193)
O (-1.1009, -2.3290, -2.1651)
Sc (0.3556, 0.7564, -0.4477)
H (0.7505, 0.7480, 6.2242)
C (1.5315, -0.9240, 5.1165)
H (4.0871, 2.4654, -1.8203)
C (0.5261, 5.3694, -0.6183)
C (-2.9486, -3.7630, -0.7031)
H (-1.8511, 0.6173, -2.9173)
H (2.5894, 1.9621, -3.4299)
H (-3.6522, 1.7890, 1.5571)
C (-1.3752, -1.8888, -1.0686)
H (-2.3206, -1.2072, 1.4182)
C (3.3301, -0.2406, -1.0635)
C (0.1722, 4.0433, -0.4978)
H (3.7463, 4.8199, -1.4672)
C (-2.7765, -2.1134, 1.0364)
C (0.7997, 0.2407, 5.2700)
H (-0.8340, 3.7710, -0.2130)
C (0.1336, 0.7576, 4.1733)
C (0.9880, -1.9408, 1.5366)
C (1.2802, -0.4249, -4.7513)
H (3.7026, 2.0155, -0.1703)
H (4.4059, -0.0536, -1.0058)
C (1.3127, 0.3202, -3.5883)
C (1.2113, -3.9957, -0.3543)

As for the orbital gap: 6.68 eV. The value obtained for the calculated total energy is -89262.268 eV. As for the energy above the lowest of the compared OMol25 structures with the same formula, charge and spin: 152.13 kJ/mol. For the molecular weight, the calculation gives 745.7 u. As for the charge: +1.

---

[3]
C40H41N7O5P2SSc | ωB97M-V/def2-TZVPD

CARTESIAN COORDINATES (ANGSTROEM)
C (-0.2190, -3.5029, 1.6902)
C (-1.5922, -1.0973, 1.6523)
C (-2.2305, -2.2575, 2.0594)
H (-1.1337, 4.9361, 5.5593)
C (2.3950, 2.2651, 1.7674)
C (-0.3305, 4.3903, 5.0663)
C (-0.2554, -1.1120, 1.2457)
C (-1.4247, 2.9174, -4.4553)
O (1.7779, -6.3798, 1.6232)
H (-2.8691, 2.9718, 1.8939)
H (1.4710, -2.4065, 1.0445)
H (-0.2044, 0.5241, 3.4280)
H (1.1504, 1.1526, 5.4345)
H (2.5732, -1.5559, -4.5015)
Sc (0.5551, -0.9883, -1.6829)
C (3.3747, -0.0580, 0.8993)
C (1.8110, -3.7102, -2.1768)
C (4.7357, -0.2343, 0.4567)
C (1.4209, 1.1280, 2.0408)
H (0.3372, -4.4330, 1.7147)
H (-1.1946, 3.5592, 0.1867)
N (5.8108, -0.3886, 0.0828)
H (-2.4523, 4.8193, 3.4593)
C (-1.7077, 4.6017, 2.6927)
N (2.3730, -0.5605, 0.3055)
H (-3.1362, 3.6329, -1.2662)
C (-3.4464, 1.5992, -0.6148)
C (-5.1277, 3.3221, -0.5454)
C (0.4234, -2.3372, 1.2916)
H (1.5786, -7.1691, 2.1372)
H (-7.0460, 2.7334, 0.2160)
C (0.1727, 2.5888, -2.2104)
H (-2.0561, -4.3762, 2.3711)
N (3.7652, 1.2604, 3.1215)
C (-1.7247, -1.2604, -3.7662)
H (-1.8723, 5.3057, 1.8730)
C (2.8633, 1.8001, 4.2055)
P (0.5017, 0.4569, 0.5759)
O (-3.1394, -1.8382, -1.9537)
C (3.6137, -3.4029, -4.1793)
H (2.9969, -7.5597, 0.4087)
C (-0.9087, 2.9042, 1.0159)
H (3.4533, 2.0211, 5.0837)
H (-2.4826, -0.5239, -4.0052)
N (-0.9104, 1.5053, 0.5609)
C (1.5094, 1.2811, 4.4211)
N (-0.3516, -0.6553, -3.8524)
H (0.5983, 4.5605, 5.6110)
H (-0.5447, 3.3232, 5.0608)
C (-0.1105, 3.3790, -4.4689)
C (-4.3731, 0.6831, -0.1145)
H (0.7936, 2.4992, -1.3297)
C (-6.0384, 2.4132, -0.0174)
H (-2.0601, 3.0659, -5.3208)
C (2.6321, -2.4661, -3.9152)
H (-1.5948, 2.4685, 3.0048)
C (2.8315, -5.8799, -1.4379)
H (-0.4080, 0.2432, -4.3230)
C (-1.9280, 2.2807, -3.3297)
H (-6.3799, 0.3794, 0.5801)
H (4.3091, -3.2415, -4.9915)
C (2.9850, -6.5915, 0.9012)
C (0.6830, 3.2206, -3.3428)
C (-1.1323, 2.0958, -2.1936)
C (-5.6638, 1.0931, 0.1916)
H (-3.2682, -2.2127, 2.3673)
H (1.6967, 3.6030, -3.3359)
S (-0.0836, 5.0162, 3.3905)
C (-2.0175, -1.7972, -2.3732)
N (3.0676, -5.5922, -0.1250)
C (2.7815, -4.6732, -2.3369)
H (-2.9572, 1.9347, -3.3233)
C (-1.5520, -3.4685, 2.0648)
H (3.8166, 3.5195, 3.0749)
C (0.7856, 0.9561, 3.3589)
H (0.0974, 3.1956, 1.3053)
H (-5.4255, 4.3477, -0.7261)
H (0.2110, -1.2560, -4.4424)
H (2.3702, 2.8611, 0.8648)
P (-1.7443, 1.0088, -0.8382)
O (-0.9168, -2.1701, -1.7167)
H (3.1145, -4.6271, 0.1593)
H (3.8452, -6.4986, 1.5614)
H (-2.1405, -0.1645, 1.6625)
C (2.9465, 0.8725, 1.9528)
C (-3.8353, 2.9177, -0.8471)
N (1.7309, -2.6174, -2.9439)
C (3.6893, -4.5271, -3.3762)
H (0.2805, 3.8831, -5.3438)
O (2.6977, -6.9975, -1.8839)
O (2.4097, -1.1612, -0.8810)
H (-4.0851, -0.3563, 0.0080)
H (-1.8232, -2.0846, -4.4719)
H (1.0540, -3.8169, -1.4078)
C (3.1997, 2.6332, 3.0105)
H (4.4426, -5.2874, -3.5438)
C (-1.8344, 3.1635, 2.1963)

As for the orbital gap: 7.69 eV. The value obtained for the calculated total energy is -112920.991 eV. As for the energy above the lowest of the compared OMol25 structures with the same formula, charge and spin: 74.84 kJ/mol. For the molecular weight, the calculation gives 838.8 u. As for the charge: +1.

---

Question: What is the formula in the first record?
Answer: C40H41MnN9S3